16
Properties=species:S:1:pos:R:3:forces:R:3:nbo_charge:R:1 method="wB97M-V/def2-TZVPD" lumo_energy_ev=0.97 max_force_ev_per_a=0.8 relative_energy_kj_mol=108.8 homo_energy_ev=-9.774 e_tot_ev=-8404.420
O -1.02876 -1.07914 1.14780 0.237 -0.174 0.069 -0.718
O 1.19092 -1.00757 -0.61452 -0.344 -0.480 -0.449 -0.545
C -0.68629 0.09725 0.44204 0.303 0.549 -0.004 0.063
C 2.26579 -0.26128 -0.14001 0.086 0.076 0.752 -0.253
C -1.94067 0.90530 0.21411 -0.156 -0.044 0.007 -0.621
C 0.00625 -0.27820 -0.84767 0.080 -0.140 -0.399 -0.090
H -0.25942 -1.66224 1.06757 -0.179 -0.025 0.102 0.475
H -0.61568 -0.99512 -1.37682 -0.324 0.152 -0.244 0.196
H 2.56528 0.57275 -0.80766 0.016 -0.559 0.128 0.169
H 0.02255 0.70044 1.03591 -0.208 -0.066 0.021 0.151
H -2.68322 0.28365 -0.29268 0.009 0.083 -0.002 0.214
H 3.03047 -1.01528 0.04388 0.436 0.448 -0.274 0.198
H -2.34946 1.20624 1.18143 -0.042 0.050 -0.159 0.222
H -1.74393 1.79511 -0.39567 -0.008 -0.147 0.179 0.210
H 2.00220 0.15097 0.83748 0.257 0.307 0.073 0.160
H 0.22396 0.58712 -1.49518 -0.164 -0.031 0.201 0.169